## w
# C2H5NOS

An isolated molecule of C2H5NOS (the ωB97M-V functional and the def2-TZVPD basis, the OMol25 dataset).

Bonds (Å) are listed after each position.
Atoms and positions in Å:
1 C 0.69576 0.21179 -0.07735  C2 1.473, N3 1.300, S5 2.128
2 C -0.29714 -0.87597 -0.11802  C1 1.473, O4 1.419, H6 1.102, H7 1.094
3 N 0.37149 1.46921 -0.02255  C1 1.300, H8 1.015, H9 1.009
4 O -1.58164 -0.36122 0.19512  C2 1.419, H10 0.961
5 S 2.75847 -0.29199 0.05824  C1 2.128
6 H -0.28920 -1.31143 -1.12994  C2 1.102
7 H 0.01496 -1.65851 0.58065  C2 1.094
8 H -0.60830 1.73088 0.02258  N3 1.015
9 H 1.09450 2.17137 0.03459  N3 1.009
10 H -2.15892 -1.08414 0.45669  O4 0.961

The calculation puts the HOMO-LUMO gap at 8.163 eV. The value obtained for the HOMO energy is -7.85 eV. The SMILES is NC(=S)CO. As for the multiplicity: 1. The calculation puts the molar mass at 91.1 g mol⁻¹.

---

## x
# C2H5NOS

An isolated molecule of C2H5NOS (the ωB97M-V functional and the def2-TZVPD basis, the OMol25 dataset).

Bonds (Å) are listed after each position.
Atoms and positions in Å:
1 C 0.45375 -0.44838 -0.23125  C2 1.506, H5 1.113, H6 1.118, N8 1.452
2 C 0.82835 0.42910 0.93423  C1 1.506, O9 1.193, S10 1.817
3 H -0.79671 0.38627 -1.63844  N8 1.018
4 H -1.43484 -0.94101 -1.01243  N8 1.016
5 H 1.17122 -0.21781 -1.04973  C1 1.113
6 H 0.58200 -1.53354 0.00401  C1 1.118
7 H -1.32000 0.69310 0.71878  S10 1.383
8 N -0.85947 -0.13942 -0.76892  C1 1.452, H3 1.018, H4 1.016
9 O 1.96595 0.59748 1.25321  C2 1.193
10 S -0.59025 1.17420 1.79053  C2 1.817, H7 1.383

The calculation puts the HOMO-LUMO gap at 10.088 eV. The value obtained for the HOMO energy is -9.48 eV. The SMILES is NCC(=O)S. As for the multiplicity: 1. The calculation puts the molar mass at 91.1 g mol⁻¹.

---

Which of them is the least stable? Correct choice: w.